{
  "formula": "C45H57N10O3PS",
  "method": "ωB97M-V/def2-TZVPD",
  "orbital_gap_ev": 8.8261,
  "fmax_ev_per_a": 4.75,
  "energy_ev": -88753.78126,
  "lumo_energy_ev": 0.4,
  "species": ["C", "C", "C", "C", "C", "C", "C", "C", "N", "N", "N", "O", "C", "O", "O", "C", "P", "S", "H", "H", "H", "H", "H", "H", "H", "H", "H", "H", "H", "H", "H", "H", "H", "H", "H", "H", "H", "H", "H", "H", "C", "C", "C", "N", "C", "C", "H", "H", "H", "H", "H", "C", "C", "C", "N", "C", "C", "H", "H", "H", "H", "H", "C", "C", "C", "N", "C", "C", "H", "H", "H", "H", "H", "C", "C", "C", "N", "C", "C", "H", "H", "H", "H", "H", "C", "C", "C", "N", "C", "C", "H", "H", "H", "H", "H", "C", "C", "C", "N", "C", "C", "H", "H", "H", "H", "H", "C", "C", "C", "N", "C", "C", "H", "H", "H", "H", "H"],
  "xyz": [[-1.3243, 3.3372, -3.3624], [-0.1076, 2.7633, -2.4966], [0.2842, 3.7128, -1.2326], [1.4633, 3.1055, -0.3374], [2.4929, 4.3376, -0.0578], [1.0283, 2.3339, 0.9956], [2.0336, 1.1036, 1.3544], [1.6751, -0.2592, 0.5866], [2.9875, -0.9940, 0.3550], [1.0951, -0.0553, -0.7830], [0.8288, -1.1957, 1.3736], [1.4335, 3.3042, 2.0504], [0.2777, 3.9399, 2.6244], [0.3911, 4.7846, 3.5174], [-0.9466, 3.4366, 2.0264], [-0.4817, 2.1832, 1.4496], [-1.8193, 1.5071, 0.3085], [-3.3117, 0.6974, 1.3301], [-1.0028, 4.3532, -3.7900], [-1.4734, 2.6213, -4.2571], [-2.3252, 3.3817, -2.8228], [-0.2795, 1.6759, -2.1944], [0.8199, 2.7764, -3.1886], [0.7081, 4.6705, -1.7180], [-0.6443, 3.9641, -0.6183], [2.0650, 2.3819, -1.0076], [2.9258, 4.6017, -1.0958], [1.9491, 5.2370, 0.3892], [3.3991, 4.0043, 0.5707], [3.1002, 1.4818, 1.1665], [1.9384, 0.9329, 2.4872], [3.5281, -0.8750, 1.2282], [3.5204, -0.5141, -0.3828], [1.8145, 0.3019, -1.4388], [0.9083, -1.0200, -1.1312], [0.3207, -1.8537, 0.7707], [0.2086, -0.7017, 2.0279], [-0.4065, 1.3422, 2.2424], [-1.3822, 0.5754, -0.6787], [-2.4198, 2.6523, -0.3529], [-0.0987, -1.4385, 5.2280], [-0.6398, -1.7692, 6.4620], [-0.6315, -3.1004, 6.8454], [-0.1329, -4.0930, 6.0903], [0.3828, -3.7456, 4.9003], [0.4252, -2.4438, 4.4276], [-0.0856, -0.4065, 4.8930], [-1.0580, -1.0104, 7.1114], [-1.0401, -3.4084, 7.8024], [0.7764, -4.5670, 4.3099], [0.8560, -2.2213, 3.4588], [-6.3454, 4.8955, 1.1427], [-5.1887, 4.5899, 1.8435], [-4.0120, 4.4302, 1.1297], [-3.9257, 4.5508, -0.2080], [-5.0621, 4.8454, -0.8603], [-6.2854, 5.0275, -0.2371], [-7.2856, 5.0292, 1.6666], [-5.1997, 4.4785, 2.9203], [-3.0817, 4.1937, 1.6331], [-4.9659, 4.9350, -1.9377], [-7.1692, 5.2660, -0.8154], [-4.5510, -1.7907, -3.0268], [-4.5789, -1.0447, -1.8590], [-4.1840, 0.2815, -1.9208], [-3.7716, 0.8878, -3.0472], [-3.7534, 0.1418, -4.1631], [-4.1313, -1.1898, -4.2054], [-4.8529, -2.8326, -3.0197], [-4.8991, -1.4821, -0.9216], [-4.1894, 0.9072, -1.0348], [-3.4140, 0.6552, -5.0575], [-4.0976, -1.7442, -5.1352], [-1.7604, -5.9766, -3.0308], [-1.4708, -5.0166, -3.9897], [-0.9424, -3.8073, -3.5679], [-0.6968, -3.5071, -2.2818], [-0.9874, -4.4530, -1.3745], [-1.5145, -5.6937, -1.6949], [-2.1739, -6.9362, -3.3217], [-1.6509, -5.2033, -5.0410], [-0.6967, -3.0260, -4.2799], [-0.7812, -4.1836, -0.3435], [-1.7279, -6.4196, -0.9204], [2.7272, -7.0741, -4.4270], [3.8725, -6.6552, -5.0886], [4.0806, -5.2939, -5.2403], [3.2361, -4.3538, -4.7875], [2.1348, -4.7858, -4.1528], [1.8379, -6.1236, -3.9470], [2.5295, -8.1313, -4.2870], [4.5876, -7.3696, -5.4771], [4.9628, -4.9169, -5.7475], [1.4705, -4.0060, -3.8001], [0.9350, -6.4147, -3.4258], [2.2905, -5.4187, 7.6463], [3.4970, -4.7332, 7.6497], [4.6357, -5.4114, 8.0546], [4.6408, -6.6945, 8.4486], [3.4608, -7.3342, 8.4377], [2.2679, -6.7470, 8.0471], [1.3761, -4.9224, 7.3341], [3.5519, -3.6955, 7.3442], [5.6028, -4.9192, 8.0713], [3.4936, -8.3693, 8.7628], [1.3447, -7.3130, 8.0565], [2.4446, 9.1304, -3.8139], [1.9054, 8.7954, -2.5806], [1.9197, 7.4636, -2.1992], [2.4221, 6.4748, -2.9555], [2.9361, 6.8261, -4.1448], [2.9726, 8.1286, -4.6153], [2.4531, 10.1623, -4.1476], [1.4839, 9.5513, -1.9299], [1.5126, 7.1523, -1.2424], [3.3332, 6.0074, -4.7364], [3.4019, 8.3541, -5.5835]],
  "atomic_forces_ev_per_a": [[0.62, -0.54, -0.58], [0.28, 0.59, -0.03], [0.10, -0.42, -1.00], [0.40, 0.40, -1.15], [0.42, -0.94, -0.67], [1.70, 1.35, 0.76], [-1.89, 0.40, 0.04], [1.78, -0.63, -0.90], [-0.39, 0.64, 0.81], [0.32, -0.61, 0.41], [0.41, 1.52, -0.17], [-3.55, 0.86, 1.38], [1.58, 1.23, 1.30], [-1.06, -3.06, -3.47], [3.70, -0.45, 0.70], [0.64, -2.08, -0.34], [-2.04, 0.36, 0.12], [0.76, 0.03, 0.44], [-0.71, -1.34, 0.72], [0.17, 1.17, 1.34], [1.44, 0.09, -0.52], [0.17, 1.52, -0.31], [-1.35, -0.17, 1.09], [-0.88, -1.33, 0.90], [1.25, -0.15, -0.78], [-1.05, 0.97, 1.07], [-0.88, -0.17, 1.63], [0.92, -1.30, -0.52], [-1.56, 0.67, -0.67], [-1.66, -0.70, -0.01], [0.17, 0.15, -1.61], [-0.17, -0.41, -0.64], [-0.31, -0.16, 0.48], [-0.56, -0.13, 0.68], [0.04, 0.87, 0.22], [0.21, 0.56, 0.42], [0.09, -0.44, -0.75], [-0.52, 1.52, -0.80], [0.48, 0.81, 0.45], [1.03, -0.59, 0.09], [0.01, 0.00, -0.02], [0.04, 0.05, -0.09], [0.13, -0.46, -0.23], [-0.18, 0.77, -0.31], [-0.22, -0.28, 0.46], [-0.02, 0.08, 0.07], [-0.01, -0.04, 0.04], [0.01, -0.06, -0.01], [0.00, 0.07, -0.01], [0.03, 0.07, -0.01], [0.02, -0.10, 0.10], [-0.06, 0.01, 0.07], [-0.12, 0.07, -0.10], [0.20, 0.03, -0.58], [-0.58, 0.01, 0.46], [0.53, -0.14, 0.03], [0.03, -0.01, 0.12], [0.06, -0.01, -0.03], [0.05, -0.02, -0.06], [-0.12, 0.01, 0.06], [-0.06, -0.01, 0.03], [0.07, -0.02, 0.00], [-0.02, -0.12, 0.01], [0.00, -0.13, -0.12], [0.11, 0.59, -0.49], [-0.17, -0.67, -0.04], [0.09, 0.41, 0.35], [-0.01, -0.04, 0.09], [0.02, 0.05, 0.00], [0.06, 0.09, 0.00], [-0.17, -0.18, -0.11], [-0.02, -0.06, -0.02], [0.00, 0.05, 0.02], [-0.09, -0.05, -0.01], [-0.09, -0.04, 0.10], [-0.04, 0.32, 0.52], [-0.22, -0.55, -0.15], [0.18, 0.51, -0.25], [-0.04, -0.04, -0.13], [0.03, 0.06, 0.02], [0.04, 0.03, 0.04], [-0.05, -0.05, -0.03], [-0.03, -0.10, -0.01], [0.02, 0.06, -0.02], [-0.03, -0.07, 0.02], [-0.11, -0.03, 0.06], [-0.26, 0.49, 0.13], [-0.10, -0.65, 0.07], [0.50, 0.35, -0.27], [0.13, -0.13, -0.05], [0.02, 0.06, 0.00], [-0.02, 0.06, 0.01], [-0.01, -0.07, 0.00], [0.10, -0.10, 0.04], [0.06, 0.06, -0.01], [-0.16, 0.13, 0.05], [-0.06, -0.16, 0.03], [0.14, -0.51, 0.17], [-0.51, 0.29, -0.18], [0.52, 0.13, 0.04], [0.11, 0.12, -0.02], [0.22, -0.22, 0.06], [0.01, -0.04, 0.01], [-0.04, 0.03, -0.01], [-0.05, 0.02, -0.02], [0.04, 0.02, 0.00], [0.00, 0.08, -0.03], [0.06, 0.02, -0.12], [0.17, -0.51, -0.20], [-0.01, 0.63, -0.21], [-0.17, -0.31, 0.43], [-0.06, 0.09, 0.09], [0.00, -0.07, 0.02], [0.02, -0.06, -0.01], [-0.01, 0.07, -0.01], [0.01, 0.07, -0.02], [-0.02, -0.04, 0.05]],
  "mulliken_charge": [-0.969, -0.296, 0.000, 0.183, -1.105, 1.708, -2.002, 0.577, -0.723, -0.306, -0.264, -0.461, 0.458, -0.581, -0.190, 0.067, 0.228, -0.436, 0.355, 0.231, 0.098, 0.061, 0.314, -0.125, 0.064, 0.331, 0.372, 0.147, 0.294, 0.228, 0.271, 0.286, 0.306, 0.316, 0.145, 0.111, 0.204, 0.041, 0.042, -0.067, -0.006, -0.629, -0.184, -0.589, -0.523, -0.068, 0.384, 0.395, 0.370, 0.381, 0.497, -0.148, -0.902, 0.225, -0.202, -0.221, -0.593, 0.383, 0.388, 0.377, 0.383, 0.376, -0.166, -0.704, -0.371, -0.211, -0.263, -0.556, 0.420, 0.391, 0.690, 0.361, 0.404, -0.331, -0.317, -0.679, -0.096, -0.157, -0.665, 0.441, 0.400, 0.565, 0.396, 0.438, -0.602, -0.261, -0.336, -0.534, -0.181, 0.059, 0.382, 0.365, 0.368, 0.482, 0.271, 0.092, -0.377, -0.276, -0.571, -0.235, -0.556, 0.504, 0.371, 0.344, 0.348, 0.369, -0.093, -0.871, 0.203, -0.184, -0.248, -0.544, 0.373, 0.360, 0.223, 0.395, 0.362]
}